The ion C19H33N2O3 with charge +1, computed with ωB97M-V/def2-TZVPD.

CARTESIAN COORDINATES (ANGSTROEM)
O1 3.88359 -0.83448 -1.78468
O2 0.60132 1.37827 1.54423
O3 1.37426 0.10927 -0.62366
N1 1.43845 -1.79798 -2.51792
N2 -0.27958 -2.34572 -0.56711
C1 -3.43437 1.53956 2.51875
C2 0.03456 -1.80907 -2.96874
C3 1.31536 -0.69166 0.54999
C4 1.40641 0.24743 1.77064
C5 -2.90676 2.31397 1.50413
C6 2.39264 -1.47414 -3.59676
C7 -0.99016 3.13497 0.07769
C8 -3.16686 -0.10665 4.39375
C9 -0.88950 -1.74861 -1.73194
C10 -1.36234 4.60501 0.27335
C11 -1.26717 0.63284 2.93796
C12 -0.74083 1.39451 1.90524
C13 3.83557 -1.43137 -3.05241
C14 0.56725 -3.45411 -0.89250
C15 -2.61610 0.69757 3.25873
C16 -1.55826 2.26970 1.18050
C17 1.75444 -3.06303 -1.81512
C18 -1.46825 2.63915 -1.29091
C19 0.01328 -1.53043 0.58445
H1 -1.02989 3.23956 -2.08487
H2 -0.84828 5.21983 -0.46189
H3 0.06718 -2.19146 1.45347
H4 -0.05060 -4.20518 -1.39563
H5 2.66355 -2.90749 -1.23545
H6 -1.19043 1.59698 -1.45087
H7 2.19326 -1.34535 0.52961
H8 1.93166 -3.84473 -2.55641
H9 -1.15521 -0.71530 -1.50725
H10 2.31795 -2.21654 -4.39378
H11 2.42685 0.63372 1.84926
H12 0.94576 0.95384 -0.39212
H13 -0.14918 -0.95264 -3.61829
H14 -2.54569 -0.97418 4.60263
H15 -3.20479 0.50640 5.29420
H16 -4.48749 1.59739 2.74680
H17 -2.43104 4.76025 0.15698
H18 -2.55020 2.71285 -1.36378
H19 -0.83810 -0.86096 0.72999
H20 4.22381 -2.44506 -2.92665
H21 2.11641 -0.49611 -3.99829
H22 -0.63236 -0.01710 3.52130
H23 -1.07154 4.93813 1.26625
H24 -0.13577 -2.72175 -3.54358
H25 -1.81825 -2.28345 -1.97039
H26 -4.17890 -0.43877 4.17582
H27 -3.55996 2.96998 0.95070
H28 0.10165 3.06667 0.11918
H29 4.47227 -0.91815 -3.77915
H30 1.51335 -1.02342 -1.80341
H31 0.94834 -3.90035 0.02540
H32 1.16294 -0.28760 2.68885
H33 3.89734 0.12637 -1.85443

Computed properties:
Charge: +1
Energy above the lowest of the compared OMol25 structures with the same formula, charge and spin: 58.9 kcal/mol
Calculated total energy: -1078.77759 a.u.
Structure (SMILES): Cc1ccc(C(C)C)c(OC[C@H](O)CN2CC[NH+](CCO)CC2)c1
HOMO-LUMO gap: 8.63 eV

These are the Löwdin partial charges, in e, on atoms 1 to 6:
1 O -0.0473
2 O -0.0664
3 O -0.0444
4 N -0.1215
5 N -0.1661
6 C -0.0312